This record from the OMol25 dataset describes a molecular structure, C55H47BF5GeN13PbSe at a distorted geometry. The level of theory is the ωB97M-V functional and the def2-TZVPD basis.

```
124
Properties=species:S:1:pos:R:3:forces:R:3
Pb -0.739 0.500 0.035 0.5 1.0 0.2
N -3.945 -3.036 0.714 0.1 0.1 -0.2
C -3.189 -2.006 0.246 -0.3 -0.4 0.1
N -2.338 -1.365 0.946 0.0 0.0 0.0
C -2.068 -1.738 2.253 0.8 0.5 0.3
N -1.133 -1.170 2.955 -0.6 -0.9 0.6
N -0.372 -0.218 2.396 0.1 0.1 -0.2
C 0.432 0.360 3.279 -0.2 -0.1 0.3
C 1.309 1.435 3.098 -0.1 0.0 0.2
C 1.779 2.106 4.254 0.3 0.2 0.1
C 2.430 3.303 4.178 -0.2 -0.3 0.0
C 2.582 3.894 2.911 -0.1 0.0 -0.1
C 2.221 3.179 1.807 0.3 0.8 0.1
N 1.704 1.934 1.867 0.0 0.2 0.7
C -2.864 -2.799 2.842 -0.4 -0.5 0.2
C -2.736 -3.213 4.168 -0.2 0.0 -0.2
C -3.576 -4.183 4.688 0.1 0.1 0.2
C -4.531 -4.787 3.889 -0.1 0.0 -0.4
C -4.647 -4.423 2.553 -0.1 -0.2 0.3
C -3.832 -3.432 2.039 0.3 0.1 0.4
H -4.590 -3.517 0.106 0.1 0.2 0.0
H -3.330 -1.749 -0.791 -0.1 0.0 -0.2
H 0.316 0.026 4.314 0.1 0.0 -0.1
H 1.567 1.650 5.209 0.0 -0.1 0.1
H 2.802 3.797 5.062 -0.1 0.0 0.1
H 3.036 4.865 2.803 0.0 0.1 -0.1
H 2.393 3.567 0.814 0.0 -0.1 -0.1
H -1.978 -2.745 4.774 0.1 0.1 0.1
H -3.493 -4.462 5.728 0.0 0.0 0.1
H -5.188 -5.543 4.293 0.0 -0.1 0.0
H -5.372 -4.904 1.911 -0.1 0.0 0.0
C 1.656 2.665 -2.716 -0.1 -0.1 0.3
C 0.399 2.069 -3.233 -0.3 0.0 -0.3
C -0.449 2.616 -4.206 -0.1 -0.1 0.0
C -1.466 1.703 -4.335 0.1 0.2 0.0
N -1.210 0.676 -3.499 -0.1 0.2 -0.5
N -0.083 0.908 -2.810 0.7 -0.1 0.2
B -2.078 -0.545 -3.235 0.0 0.0 0.3
N -1.220 -1.651 -2.572 -0.1 -0.2 -0.5
C -0.984 -2.864 -3.101 0.2 -0.4 0.0
C -0.214 -3.584 -2.216 -0.1 0.1 -0.1
C -0.008 -2.713 -1.139 -0.2 -0.2 -0.3
C 0.721 -2.990 0.123 0.0 0.1 -0.1
N -0.614 -1.559 -1.384 0.2 -0.3 0.4
N -3.260 -0.079 -2.356 -0.6 -0.2 -0.3
C -4.579 -0.098 -2.631 -0.5 0.0 0.0
C -5.234 0.601 -1.644 0.1 -0.1 -0.1
C -4.218 1.041 -0.785 -0.1 -0.1 -0.2
C -4.358 1.866 0.440 0.2 0.1 -0.1
N -3.047 0.628 -1.239 0.0 0.3 0.1
N -2.658 -1.142 -4.520 0.1 0.1 -0.4
C -2.300 -0.967 -5.807 0.0 0.0 -0.2
C -3.102 -1.768 -6.587 0.1 0.0 0.1
C -3.931 -2.434 -5.671 0.2 0.2 0.0
C -4.995 -3.438 -5.958 0.1 0.0 0.1
N -3.644 -2.048 -4.439 -0.4 -0.6 0.3
H 2.021 3.422 -3.405 0.1 0.0 0.0
H 2.412 1.900 -2.565 0.2 0.0 0.0
H 1.452 3.149 -1.761 0.1 0.1 0.1
H -0.329 3.552 -4.714 0.0 0.2 -0.1
H -2.342 1.722 -4.956 -0.2 0.0 0.0
H -1.373 -3.157 -4.055 -0.1 0.0 -0.2
H 0.145 -4.588 -2.324 0.1 -0.2 0.0
H 0.404 -3.946 0.541 0.0 0.0 0.1
H 0.504 -2.196 0.831 0.1 0.1 0.3
H 1.795 -3.026 -0.058 0.1 0.0 0.1
H -4.970 -0.615 -3.483 0.0 0.0 -0.1
H -6.285 0.788 -1.555 -0.2 0.0 0.0
H -5.411 2.037 0.648 -0.1 0.0 0.1
H -3.868 2.827 0.291 0.1 0.1 0.1
H -3.890 1.374 1.291 0.0 0.0 0.2
H -1.514 -0.294 -6.083 0.2 0.2 0.0
H -3.106 -1.866 -7.655 0.1 0.0 -0.2
H -5.317 -3.354 -6.993 -0.1 0.0 -0.1
H -5.852 -3.290 -5.305 -0.1 0.0 0.0
H -4.618 -4.448 -5.798 0.0 -0.1 0.0
F -4.015 7.011 3.581 0.2 -0.2 -0.2
C -3.332 6.199 2.746 0.1 -0.1 -0.1
C -2.500 5.205 3.251 -0.1 0.2 0.1
F -2.380 5.076 4.588 0.0 0.0 -0.2
C -1.792 4.382 2.392 0.0 0.0 -0.5
F -0.995 3.437 2.917 -0.2 0.2 0.1
C -1.865 4.520 0.999 -0.2 0.6 0.3
Se -0.798 3.560 -0.203 0.1 0.2 -0.2
C -2.729 5.520 0.525 0.2 -0.4 0.1
F -2.852 5.690 -0.800 -0.2 0.2 0.2
C -3.448 6.347 1.367 -0.1 0.1 0.2
F -4.256 7.306 0.871 0.1 -0.2 0.1
C 1.666 1.117 0.717 0.8 -1.3 -1.0
Ge 3.305 -0.039 0.752 0.2 0.4 -0.1
C 4.787 1.304 0.795 -0.4 -0.5 0.0
C 5.452 1.697 -0.360 -0.1 -0.2 -0.1
C 6.455 2.649 -0.318 0.1 0.1 -0.1
C 6.797 3.239 0.888 0.1 0.1 0.0
C 6.108 2.896 2.040 0.1 0.1 0.1
C 5.112 1.937 1.992 0.0 -0.2 0.0
C 3.764 -1.212 2.309 -0.3 0.5 -0.5
C 5.086 -1.314 2.730 0.1 0.1 -0.2
C 5.434 -2.137 3.787 0.2 -0.1 0.1
C 4.467 -2.890 4.432 0.1 0.0 0.0
C 3.148 -2.800 4.020 -0.1 -0.1 0.1
C 2.804 -1.964 2.971 -0.2 0.0 0.0
C 3.533 -1.119 -0.901 -0.1 0.4 0.6
C 4.603 -1.996 -1.012 0.2 0.0 0.2
C 4.785 -2.760 -2.152 0.1 -0.1 0.0
C 3.893 -2.644 -3.205 0.0 -0.1 -0.1
C 2.823 -1.771 -3.105 -0.1 0.0 -0.2
C 2.642 -1.015 -1.960 0.0 0.1 0.1
H 1.893 1.761 -0.139 0.0 0.0 0.0
H 5.182 1.234 -1.301 0.1 0.0 -0.1
H 6.976 2.931 -1.225 0.0 0.0 0.0
H 7.605 3.958 0.932 0.0 0.1 0.0
H 6.350 3.377 2.979 0.0 0.0 0.1
H 4.586 1.664 2.900 0.0 0.0 0.1
H 5.853 -0.733 2.231 0.0 0.0 0.0
H 6.465 -2.189 4.113 0.1 0.0 0.0
H 4.743 -3.545 5.248 0.0 0.0 0.0
H 2.385 -3.384 4.518 -0.1 0.0 0.0
H 1.770 -1.888 2.670 -0.2 0.0 0.0
H 5.298 -2.090 -0.188 0.1 -0.1 0.1
H 5.618 -3.449 -2.217 0.0 0.0 0.0
H 4.029 -3.242 -4.096 0.0 0.0 -0.1
H 2.120 -1.680 -3.919 -0.1 0.0 -0.1
H 1.790 -0.358 -1.879 -0.2 0.1 -0.1
```
Positions in Å, forces in eV/Å.

Results
- energy (Eh) = -8031.4246
- net charge = -1
- HOMO (alpha / beta) (eV) = -3.15 / -3.75
- LUMO level (alpha / beta) (eV) = 2.193 / 1.782
- gap between HOMO and LUMO (alpha / beta) (eV) = 5.343 / 5.537
- multiplicity = 2


This record from the OMol25 dataset describes a molecular structure, C29H34BCrN6PS3. The level of theory is the ωB97M-V functional and the def2-TZVPD basis.

```
75
Properties=species:S:1:pos:R:3:forces:R:3
Cr -0.234 0.682 0.206 0.0 -0.1 0.1
C 3.863 -1.029 -4.691 0.0 0.0 0.0
C 2.804 -1.918 -4.811 -0.1 0.0 0.0
C 1.696 -1.795 -3.986 0.0 0.0 0.0
C 1.651 -0.782 -3.029 0.1 0.1 0.1
C 2.715 0.112 -2.914 -0.1 0.0 0.0
C 3.818 -0.014 -3.746 0.0 0.0 0.0
P 0.239 -0.647 -1.904 -0.3 0.0 0.1
C -1.180 -1.097 -2.944 0.1 0.0 0.0
C -1.979 -2.207 -2.694 0.0 0.0 0.0
C -3.071 -2.475 -3.508 0.0 0.0 0.0
C -3.371 -1.636 -4.571 0.0 0.0 0.0
C -2.578 -0.524 -4.823 0.0 0.0 0.0
C -1.488 -0.255 -4.012 0.0 0.0 0.0
C 0.360 -1.894 -0.598 0.0 0.0 0.0
C 0.706 -3.242 -0.661 0.0 0.0 0.0
C 0.727 -3.971 0.518 0.0 0.0 0.0
C 0.415 -3.356 1.730 0.0 0.0 0.0
C 0.084 -2.008 1.787 0.0 0.0 0.0
C 0.057 -1.266 0.610 0.0 0.0 0.0
H 4.723 -1.125 -5.340 0.0 0.0 0.0
H 2.833 -2.704 -5.554 0.0 0.0 0.0
H 0.862 -2.477 -4.097 0.0 0.0 0.0
H 2.682 0.898 -2.170 0.0 0.0 0.0
H 4.639 0.685 -3.659 0.0 0.0 0.0
H -1.757 -2.861 -1.860 0.0 0.0 0.0
H -3.687 -3.343 -3.312 0.0 0.0 0.0
H -4.222 -1.848 -5.205 0.0 0.0 0.0
H -2.808 0.132 -5.652 0.0 0.0 0.0
H -0.870 0.613 -4.213 0.0 0.0 0.0
H 0.959 -3.708 -1.606 0.0 0.0 0.0
H 0.985 -5.022 0.500 0.0 0.0 0.0
H 0.445 -3.939 2.643 0.0 0.0 0.0
H -0.117 -1.538 2.743 0.0 0.0 0.0
C -1.059 4.464 1.262 0.0 0.0 0.0
N 0.036 3.984 2.082 0.0 0.0 0.0
C 1.127 4.729 2.480 0.0 0.0 0.0
C 1.888 3.918 3.247 0.0 0.0 0.0
N 1.271 2.692 3.321 0.0 0.0 0.0
B 1.810 1.477 4.123 -0.1 0.0 0.0
N 2.311 0.317 3.156 0.2 0.0 0.1
C 2.856 -0.795 3.761 0.0 0.0 -0.1
C 3.426 -1.566 2.808 0.0 0.0 0.0
N 3.227 -0.920 1.611 0.0 -0.1 0.0
C 3.684 -1.420 0.326 0.0 0.0 0.0
C 2.541 0.221 1.844 -0.2 0.1 -0.1
S 2.063 1.309 0.565 -0.1 0.0 -0.1
C 0.150 2.746 2.604 0.0 0.0 0.1
S -0.966 1.451 2.349 0.0 0.1 0.0
H -0.752 5.391 0.787 0.0 0.0 0.0
H -1.943 4.643 1.873 0.0 0.0 0.0
H -1.302 3.728 0.498 0.0 0.0 0.0
H 1.253 5.755 2.185 0.0 0.0 0.0
H 2.819 4.103 3.752 0.0 0.0 0.0
H 0.951 1.010 4.824 0.0 0.0 0.0
H 2.766 1.862 4.745 0.0 0.0 0.0
H 2.802 -0.925 4.827 0.0 0.0 0.0
H 3.947 -2.504 2.867 0.0 0.0 0.0
H 3.562 -2.500 0.307 0.0 0.0 0.0
H 4.731 -1.161 0.170 0.0 0.0 0.0
H 3.086 -0.979 -0.465 0.0 0.0 0.0
C -5.048 2.819 1.643 0.0 0.0 0.0
N -4.107 2.349 0.643 0.0 0.0 0.0
C -3.549 1.140 0.636 0.0 0.1 0.1
S -2.494 0.738 -0.675 0.1 0.0 -0.1
N -3.874 0.284 1.590 0.0 0.0 0.0
C -3.331 -1.056 1.762 0.0 0.0 0.0
H -5.354 3.829 1.385 0.0 0.0 0.0
H -4.587 2.841 2.633 0.0 0.0 0.0
H -5.943 2.193 1.669 0.0 0.0 0.0
H -3.847 2.951 -0.120 0.0 0.0 0.0
H -4.461 0.623 2.337 0.0 0.0 0.0
H -2.918 -1.401 0.819 0.0 0.0 0.0
H -4.132 -1.723 2.074 0.0 0.0 0.0
H -2.544 -1.053 2.516 0.0 0.0 0.0
```
Positions in Å, forces in eV/Å.

Results
- energy (Eh) = -4059.2088
- net charge = +1
- HOMO (alpha / beta) (eV) = -10.68 / -10.74
- LUMO level (alpha / beta) (eV) = -2.722 / -2.132
- gap between HOMO and LUMO (alpha / beta) (eV) = 7.962 / 8.605
- multiplicity = 4


This record from the OMol25 dataset describes a gas-phase ion, C10H8N2O2P (charge -1) at a distorted geometry. The level of theory is the ωB97M-V functional and the def2-TZVPD basis.

```
23
Properties=species:S:1:pos:R:3:forces:R:3
O -0.907 -3.833 -0.412 -0.3 0.4 -0.7
P -0.903 -2.597 0.413 0.1 0.9 -2.3
O -1.240 -2.716 1.830 -0.4 0.7 1.6
C 0.685 -1.696 0.129 -0.4 0.6 -0.3
C 1.532 -1.443 1.178 0.9 0.2 -1.6
C 2.688 -0.699 1.061 -0.3 -0.4 3.0
C 2.989 -0.117 -0.109 3.4 2.9 -1.0
C 2.202 -0.298 -1.219 -2.5 -1.4 -0.7
C 0.983 -1.055 -1.069 2.2 0.5 0.4
C -2.013 -0.937 -0.307 0.8 -1.7 1.2
N -3.369 -1.083 -0.520 2.8 -0.4 1.3
C -4.046 0.026 -0.510 1.7 1.7 -1.5
C -3.447 1.319 -0.554 0.2 -2.5 0.9
C -2.090 1.323 -0.261 -0.1 1.1 -1.6
N -1.332 0.235 -0.175 -1.8 -1.2 0.4
H 1.321 -1.842 2.081 -0.8 -1.3 2.8
H 3.260 -0.540 2.021 -0.4 0.0 -1.4
H 3.900 0.636 -0.084 -1.7 -1.7 -0.5
H 2.435 0.044 -2.229 0.1 0.4 0.5
H 0.271 -1.094 -1.854 -0.3 -0.2 -0.9
H -5.024 -0.197 -0.744 -2.6 0.5 -0.2
H -3.995 2.139 -0.923 -0.5 1.1 0.2
H -1.539 2.271 -0.304 -0.2 -0.2 0.3
```
Positions in Å, forces in eV/Å.

Results
- energy (Eh) = -987.2806
- net charge = -1
- HOMO (eV) = -5.21
- LUMO level (eV) = 3.336
- gap between HOMO and LUMO (eV) = 8.547


This record from the OMol25 dataset describes 2 unconnected molecules or ions with the total composition C5H13NO. The level of theory is the ωB97M-V functional and the def2-TZVPD basis.

```
20
Properties=species:S:1:pos:R:3:forces:R:3
C 3.212 -1.900 0.557 0.1 -0.2 -0.1
C 2.018 -1.329 0.482 0.2 -0.1 0.4
C 0.726 -2.035 0.759 0.1 0.1 0.0
H 4.128 -1.383 0.303 0.0 0.2 0.1
H 3.328 -2.938 0.848 -0.1 -0.1 -0.1
H 1.975 -0.263 0.287 -0.1 0.0 -0.3
H 0.068 -1.976 -0.107 -0.1 0.0 -0.1
H 0.907 -3.083 0.989 0.0 0.0 0.1
H 0.191 -1.571 1.592 0.0 0.0 0.0
C 0.111 1.443 -1.495 0.0 -0.1 -0.1
N -0.843 0.785 -0.613 0.0 0.1 0.0
C -1.921 1.682 -0.242 -0.1 -0.5 0.0
O -2.793 1.051 0.669 0.0 0.1 -0.1
H -0.368 1.659 -2.451 0.0 0.1 0.0
H 0.943 0.774 -1.701 0.0 0.0 0.0
H 0.512 2.378 -1.085 0.0 0.1 0.0
H -0.378 0.472 0.232 0.0 0.0 0.0
H -1.562 2.590 0.254 -0.1 0.1 0.0
H -2.454 1.930 -1.164 0.1 0.3 0.0
H -3.220 0.337 0.183 0.0 -0.1 0.1
```
Positions in Å, forces in eV/Å.

Results
- energy (Eh) = -328.2520
- net charge = 0
- HOMO (eV) = -9.26
- LUMO level (eV) = 1.002
- gap between HOMO and LUMO (eV) = 10.263